[1]
Formula: C5H13O2
Source: OMol25
Level of theory: ωB97M-V/def2-TZVPD

Results
- HOMO level: -0.1336 Eh
- Charge: -1
- Energy above the lowest of the compared OMol25 structures with the same formula, charge and spin: 0.187 eV

Each line ends with the natural charge from an NBO analysis.
CARTESIAN COORDINATES (ANGSTROEM)
C  -1.23655  -1.11290  -0.06610  -0.048
O  -1.53061  -0.33105  -1.18346  -0.827
C  0.26897  -1.27039  0.23478  -0.410
C  0.97632  0.04906  0.43227  -0.256
C  1.44519  0.64420  -0.87975  -0.609
C  2.14985  -0.11640  1.39927  -0.591
H  -1.66656  -0.62226  0.80266  0.166
H  -1.65153  -2.11380  -0.24591  0.129
H  0.73039  -1.85409  -0.56060  0.180
H  0.27393  -1.81596  1.19028  0.178
H  0.23976  0.77357  0.81303  0.241
H  1.97738  1.58620  -0.77366  0.189
H  2.02014  -0.05992  -1.49499  0.174
H  0.57080  0.82185  -1.51368  0.254
H  2.78287  -0.95666  1.08595  0.184
H  1.79167  -0.37734  2.40063  0.193
H  2.80847  0.74477  1.48176  0.193
H  -2.90049  2.00710  -0.31932  0.411
H  -1.69016  0.64678  -0.77784  0.508
O  -1.99000  1.88377  -0.02145  -1.257

[2]
Formula: C5H13O2
Source: OMol25
Level of theory: ωB97M-V/def2-TZVPD

Results
- HOMO level: -0.1181 Eh
- Charge: -1
- Energy above the lowest of the compared OMol25 structures with the same formula, charge and spin: 0.599 eV

Each line ends with the natural charge from an NBO analysis.
CARTESIAN COORDINATES (ANGSTROEM)
C  -0.16911  -0.14510  -1.36947  -0.023
O  -0.00232  -1.33659  -0.73910  -0.947
C  -1.06991  0.83397  -0.49270  -0.436
C  -0.23121  1.44949  0.62840  -0.388
C  0.20708  0.53641  1.81575  -0.413
C  1.60075  -0.02882  1.64792  -0.611
H  -0.59596  -0.07019  -2.39617  0.099
H  0.80696  0.37438  -1.43738  0.086
H  -1.45144  1.69747  -1.06176  0.161
H  -1.96740  0.25233  -0.27775  0.200
H  0.73112  1.86317  0.29687  0.181
H  -0.75303  2.37488  0.92463  0.174
H  0.17247  1.16737  2.70781  0.174
H  -0.44060  -0.34072  1.78495  0.227
H  1.82582  -0.73262  2.45321  0.185
H  1.71955  -0.53737  0.69130  0.255
H  2.40112  0.72831  1.64675  0.167
H  -0.53511  -2.96189  -2.87110  0.439
H  -0.93092  -2.25039  -1.61827  0.505
O  -1.31784  -2.87409  -2.33390  -1.035

[3]
Formula: C5H13O2
Source: OMol25
Level of theory: ωB97M-V/def2-TZVPD

Results
- HOMO level: -0.0860 Eh
- Charge: -1
- Energy above the lowest of the compared OMol25 structures with the same formula, charge and spin: 1.447 eV

Each line ends with the natural charge from an NBO analysis.
CARTESIAN COORDINATES (ANGSTROEM)
C  1.02709  0.56538  1.56743  -0.003
O  1.39426  1.81930  1.24032  -0.980
C  -0.38749  0.12465  1.13560  -0.476
C  -0.59397  -1.34221  0.78439  -0.393
C  -1.48631  -1.49219  -0.47654  -0.390
C  -0.63879  -1.31836  -1.72619  -0.620
H  1.39738  0.35069  2.59727  0.092
H  1.71743  -0.22164  1.07281  0.031
H  -1.01761  0.75210  1.77877  0.204
H  -0.51166  0.62096  0.16745  0.187
H  0.28236  -1.98409  0.69252  0.197
H  -1.17106  -1.83007  1.58682  0.178
H  -1.96597  -2.46897  -0.41913  0.178
H  -2.31968  -0.79967  -0.35157  0.193
H  -0.10202  -2.20135  -1.97140  0.195
H  -1.22666  -0.96672  -2.57995  0.192
H  0.09258  -0.51859  -1.57930  0.224
H  2.12922  3.01539  -0.90843  0.504
H  1.23698  4.05433  -1.16991  0.461
O  2.14391  3.84105  -1.44096  -0.974

[4]
Formula: C5H13O2
Source: OMol25
Level of theory: ωB97M-V/def2-TZVPD

Results
- Multiplicity: 2
- HOMO level (alpha / beta): -0.3840 / -0.3781 Eh
- Charge: 0
- Expectation value of S²: 0.761
- Energy above the lowest of the compared OMol25 structures with the same formula, charge and spin: 2.407 eV

Each line ends with the natural charge from an NBO analysis.
CARTESIAN COORDINATES (ANGSTROEM)
C  1.15653  0.59642  -1.30415  -0.088
O  1.88296  -0.68602  -1.05855  -0.610
C  0.18089  1.01397  -0.18391  -0.422
C  -0.64183  -0.24076  0.24656  -0.192
C  -1.60213  0.10879  1.50600  -0.613
C  -1.42303  -0.97433  -0.94217  -0.629
H  0.64840  0.44241  -2.21243  0.192
H  1.80900  1.45136  -1.44546  0.172
H  0.66598  1.38630  0.70652  0.219
H  -0.57888  1.90064  -0.58413  0.207
H  0.01231  -0.92968  0.71469  0.202
H  -2.05054  -0.80903  1.90500  0.206
H  -2.47048  0.73891  1.39506  0.202
H  -0.93431  0.57100  2.27397  0.198
H  -1.97513  -0.21360  -1.42882  0.196
H  -0.69104  -1.10689  -1.66545  0.206
H  -1.94331  -1.92153  -0.92551  0.223
H  3.33855  -0.15075  1.53961  0.448
H  2.14686  -0.62731  0.03960  0.441
O  2.46923  -0.54990  1.42358  -0.559

Copy entry 4 word for word.
Formula: C5H13O2
Source: OMol25
Level of theory: ωB97M-V/def2-TZVPD

Results
- Multiplicity: 2
- HOMO level (alpha / beta): -0.3840 / -0.3781 Eh
- Charge: 0
- Expectation value of S²: 0.761
- Energy above the lowest of the compared OMol25 structures with the same formula, charge and spin: 2.407 eV

Each line ends with the natural charge from an NBO analysis.
CARTESIAN COORDINATES (ANGSTROEM)
C  1.15653  0.59642  -1.30415  -0.088
O  1.88296  -0.68602  -1.05855  -0.610
C  0.18089  1.01397  -0.18391  -0.422
C  -0.64183  -0.24076  0.24656  -0.192
C  -1.60213  0.10879  1.50600  -0.613
C  -1.42303  -0.97433  -0.94217  -0.629
H  0.64840  0.44241  -2.21243  0.192
H  1.80900  1.45136  -1.44546  0.172
H  0.66598  1.38630  0.70652  0.219
H  -0.57888  1.90064  -0.58413  0.207
H  0.01231  -0.92968  0.71469  0.202
H  -2.05054  -0.80903  1.90500  0.206
H  -2.47048  0.73891  1.39506  0.202
H  -0.93431  0.57100  2.27397  0.198
H  -1.97513  -0.21360  -1.42882  0.196
H  -0.69104  -1.10689  -1.66545  0.206
H  -1.94331  -1.92153  -0.92551  0.223
H  3.33855  -0.15075  1.53961  0.448
H  2.14686  -0.62731  0.03960  0.441
O  2.46923  -0.54990  1.42358  -0.559

Question: Look up the energy above the lowest of the compared OMol25 structures with the same formula, charge and spin of the second one.
Answer: 0.599 eV

Question: Which value of energy above the lowest of the compared OMol25 structures with the same formula, charge and spin does entry 3 give?
Answer: 1.447 eV